No. 1
ORCA calculation (ωB97M-V/def2-TZVPD) on a cluster of 2 separate species, C3H5IN2 in total at a distorted geometry.

Properties
HOMO: -7.88 eV
E_tot: -524.41470 Ha
Gap between HOMO and LUMO: 8.30 eV
Charge: 0
Energy above the lowest of the compared OMol25 structures with the same formula, charge and spin: 35.9 kcal/mol

XYZ file:
```
11
Properties=species:S:1:pos:R:3:lowdin_charge:R:1
I 0.894 -2.655 0.195 0.59
N 1.333 1.596 0.036 0.06
N -2.535 -0.827 -0.061 0.05
C -2.028 0.187 0.241 -0.05
C 0.452 -0.596 -0.538 -0.57
C 0.910 0.365 0.318 -0.44
H 1.427 2.275 0.772 0.09
H 1.214 0.103 1.296 0.08
H -2.841 -1.764 0.136 0.07
H 0.154 -0.716 -1.553 0.00
H 1.021 2.032 -0.842 0.12
```

***

No. 2
ORCA calculation (ωB97M-V/def2-TZVPD) on a cluster of 4 separate species, C31H65BN3O6S in total at a distorted geometry.

Properties
HOMO (spin up / spin down): -7.74 / -8.89 eV
Multiplicity: 4
E_tot: -2258.63196 Ha
Gap between HOMO and LUMO (spin up / spin down): 8.02 / 9.16 eV
Charge: 0
⟨S²⟩: 3.76

XYZ file:
```
107
Properties=species:S:1:pos:R:3:mulliken_spin:R:1
S 3.695 1.598 -1.624 0.00
O 3.172 0.671 -6.038 0.00
O 5.923 -4.564 -3.863 0.54
O 1.758 5.117 -3.853 0.00
O -2.423 2.438 -1.001 0.52
O -1.344 0.840 4.821 0.54
O 2.751 0.624 -4.672 0.00
N 5.125 -4.381 -4.856 0.40
N -1.570 -0.024 5.748 0.41
N -3.565 2.700 -0.467 0.41
C 0.594 4.706 -3.144 0.00
C 2.352 1.930 -4.282 0.00
C -3.430 1.477 6.304 -0.02
C -0.236 0.509 8.277 -0.02
C 0.512 -0.125 7.105 0.03
C -4.029 1.490 2.138 -0.02
C -0.785 -2.267 6.553 0.02
C -4.735 4.294 1.103 0.02
C -2.369 4.598 0.530 -0.02
C 0.877 2.401 -2.019 0.01
C 3.043 -5.625 -4.311 0.03
C 2.298 -4.295 -4.192 -0.02
C 0.461 -1.045 4.803 0.00
C -2.354 0.565 6.884 0.00
C 3.256 -3.167 -3.815 0.03
C -1.402 1.358 7.778 0.03
C 3.914 -2.580 -6.155 0.03
C -4.177 0.615 -1.627 -0.01
C -3.048 2.640 1.939 0.04
C 4.427 -3.054 -4.789 -0.01
C 5.418 -2.001 -4.309 -0.01
C -3.081 -0.501 7.716 0.02
C -5.954 1.928 -0.523 0.02
C 5.133 -6.843 -4.854 0.00
C -4.184 0.681 0.852 0.03
C -4.467 1.502 -0.419 -0.01
C 4.314 -5.598 -5.178 0.01
C 0.920 3.948 -1.852 0.00
C -3.439 3.541 0.769 0.02
C -0.365 -0.854 6.072 0.00
C 3.989 -5.656 -6.693 0.02
B 2.223 1.991 -2.699 0.00
H -1.387 4.150 0.397 0.01
H 5.757 -2.193 -3.293 0.00
H -3.652 0.837 2.927 -0.01
H 0.013 2.121 -2.626 0.00
H 1.259 -0.830 7.474 0.00
H 3.644 -3.347 -2.807 0.00
H -3.727 -1.114 7.085 -0.01
H 1.063 0.667 6.588 0.00
H 4.566 -6.446 -7.175 0.00
H -1.010 2.212 7.216 0.00
H 0.049 4.054 -3.826 0.00
H 6.099 -6.818 -5.360 -0.01
H 4.247 -4.742 -7.216 -0.01
H 2.297 5.657 -3.268 0.00
H -2.049 2.229 1.765 0.01
H -1.969 1.767 8.618 0.00
H -5.061 4.904 0.259 -0.01
H -3.709 0.000 8.454 0.00
H -0.148 -1.459 3.999 0.00
H -6.361 1.654 -1.496 0.00
H -3.187 0.167 -1.582 0.00
H -2.599 5.196 -0.354 0.00
H 0.455 1.139 8.839 0.00
H 0.902 -0.115 4.453 0.00
H 1.432 2.227 -4.800 0.00
H 4.581 -7.718 -5.203 0.00
H 6.293 -1.967 -4.961 -0.01
H -2.981 3.242 2.848 0.00
H 4.358 2.745 -1.816 0.00
H 4.725 -2.534 -6.885 -0.02
H 1.529 -4.389 -3.422 0.00
H -0.584 -0.257 8.976 0.00
H 3.120 -3.200 -6.568 0.00
H 2.932 -5.860 -6.874 0.00
H -4.981 -0.056 0.965 0.00
H -4.255 1.181 -2.556 0.00
H -0.555 -3.011 5.791 0.00
H -4.544 4.960 1.945 0.00
H -3.260 0.116 0.696 0.00
H -6.096 3.000 -0.438 -0.01
H -4.055 1.851 7.116 0.00
H 2.734 -2.207 -3.786 0.01
H -0.263 -2.555 7.467 0.00
H 1.268 -1.747 5.022 0.00
H -5.557 3.646 1.396 0.00
H 0.773 1.951 -1.031 0.00
H -0.043 5.568 -2.922 0.00
H -1.850 -2.354 6.736 -0.01
H 0.275 4.258 -1.033 -0.01
H 1.770 -4.062 -5.120 0.00
H 3.508 -1.577 -6.048 0.00
H 4.933 -1.025 -4.330 0.00
H -6.567 1.447 0.240 0.00
H -4.917 -0.187 -1.648 0.00
H 3.129 2.649 -4.575 0.00
H -4.999 1.860 2.484 0.00
H 5.310 -6.953 -3.786 0.00
H 1.948 4.223 -1.584 0.00
H -3.003 2.330 5.782 0.00
H 2.377 -6.395 -4.706 0.00
H -2.325 5.262 1.393 0.00
H 2.341 0.525 -6.516 0.00
H -2.414 -1.159 8.266 0.00
H 3.323 -5.946 -3.303 0.00
H -4.066 0.931 5.605 0.00
```

***

No. 3
ORCA calculation (ωB97M-V/def2-TZVPD) on the ion C5H13IN with charge +1 at a distorted geometry.

Properties
HOMO: -13.75 eV
Structure (SMILES): CC(C)(C)[NH2+]CI
E_tot: -550.45298 Ha
Gap between HOMO and LUMO: 10.26 eV
Charge: +1
Energy above the lowest of the compared OMol25 structures with the same formula, charge and spin: 33.0 kcal/mol

XYZ file:
```
20
Properties=species:S:1:pos:R:3:lowdin_charge:R:1
I -1.220 -0.522 -4.063 0.89
N -0.922 0.124 -1.033 0.02
C 0.613 -1.412 0.280 0.02
C 0.756 1.138 0.440 -0.03
C -0.152 -0.017 0.275 -0.57
C -1.266 0.019 1.328 -0.03
C -0.048 -0.050 -2.363 -0.62
H 1.333 0.868 1.235 0.08
H 0.474 0.996 -2.647 0.11
H 0.211 2.082 0.426 0.11
H -1.592 -0.698 -0.912 0.17
H 0.328 -2.071 -0.575 0.11
H 1.680 -1.185 0.463 0.11
H 0.406 -1.875 1.174 0.05
H 0.663 -0.803 -2.230 0.01
H -1.506 0.949 -1.125 0.16
H -1.054 0.794 2.144 0.12
H -2.343 0.181 1.055 0.10
H 1.306 1.134 -0.525 0.10
H -1.405 -1.021 1.751 0.10
```

***

No. 4
ORCA calculation (ωB97M-V/def2-TZVPD) on a cluster of 2 separate species, C2HF2IO in total at a distorted geometry.

Properties
HOMO: -9.00 eV
E_tot: -649.37602 Ha
Gap between HOMO and LUMO: 9.16 eV
Charge: 0
Energy above the lowest of the compared OMol25 structures with the same formula, charge and spin: 46.1 kcal/mol

XYZ file:
```
7
Properties=species:S:1:pos:R:3:lowdin_charge:R:1
I 0.894 0.103 2.064 0.85
F -1.786 0.453 0.838 0.01
F -0.314 1.755 -0.013 -0.01
O 1.551 -0.617 -1.016 0.06
C -0.500 0.535 0.508 -0.87
C 0.430 -0.817 -0.900 -0.15
H -0.274 -1.412 -1.481 0.11
```

***

No. 5
ORCA calculation (ωB97M-V/def2-TZVPD) on a cluster of 3 separate species, C2H11N4 in total at a distorted geometry.

Properties
HOMO: -13.96 eV
E_tot: -301.48220 Ha
Gap between HOMO and LUMO: 11.24 eV
Charge: +1
Energy above the lowest of the compared OMol25 structures with the same formula, charge and spin: 93.8 kcal/mol

XYZ file:
```
17
Properties=species:S:1:pos:R:3:lowdin_charge:R:1
N -3.759 -0.227 -0.024 0.03
N -1.480 0.951 0.137 0.08
N 3.520 0.672 0.055 0.03
N -0.532 0.112 -0.022 0.07
C 1.552 -1.345 0.039 -0.02
C 0.374 -0.591 -0.067 0.04
H 4.158 1.150 0.657 0.05
H 4.149 0.547 -0.719 0.05
H 1.460 -2.230 -0.403 0.05
H 2.996 1.441 -0.337 0.05
H -1.420 1.814 -0.404 0.14
H 1.723 -1.602 1.093 0.12
H -2.505 0.690 0.051 0.03
H -4.284 0.633 0.147 0.06
H -4.155 -0.727 0.799 0.09
H 2.426 -0.608 -0.214 0.08
H -4.224 -0.679 -0.788 0.06
```

***

No. 6
ORCA calculation (ωB97M-V/def2-TZVPD) on the molecule C5H10N2 at a distorted geometry.

Properties
HOMO: -8.42 eV
Structure (SMILES): [H]/N=C(\C)N1CCC1
E_tot: -305.90314 Ha
Gap between HOMO and LUMO: 9.37 eV
Charge: 0
Energy above the lowest of the compared OMol25 structures with the same formula, charge and spin: 75.8 kcal/mol

XYZ file:
```
17
Properties=species:S:1:pos:R:3:lowdin_charge:R:1
N 0.207 -0.075 0.053 -0.11
N -0.652 1.237 1.636 0.11
C 1.736 -0.038 0.158 -0.15
C 1.843 -0.550 -1.220 -0.17
C -0.869 0.424 0.714 -0.49
C 0.251 -0.321 -1.492 -0.10
C -2.284 -0.439 0.401 -0.03
H 2.303 0.058 -2.030 0.11
H 2.128 -1.579 -1.158 0.09
H 0.001 0.771 -1.836 0.13
H -2.429 -0.392 -0.830 0.10
H -3.213 -0.149 0.915 0.04
H 2.100 -0.816 0.880 0.12
H -2.117 -1.603 0.550 0.09
H 2.095 1.012 0.287 0.12
H -1.488 1.161 2.220 0.04
H -0.333 -1.050 -2.185 0.12
```

***

Repeat the fourth record exactly.
ORCA calculation (ωB97M-V/def2-TZVPD) on a cluster of 2 separate species, C2HF2IO in total at a distorted geometry.

Properties
HOMO: -9.00 eV
E_tot: -649.37602 Ha
Gap between HOMO and LUMO: 9.16 eV
Charge: 0
Energy above the lowest of the compared OMol25 structures with the same formula, charge and spin: 46.1 kcal/mol

XYZ file:
```
7
Properties=species:S:1:pos:R:3:lowdin_charge:R:1
I 0.894 0.103 2.064 0.85
F -1.786 0.453 0.838 0.01
F -0.314 1.755 -0.013 -0.01
O 1.551 -0.617 -1.016 0.06
C -0.500 0.535 0.508 -0.87
C 0.430 -0.817 -0.900 -0.15
H -0.274 -1.412 -1.481 0.11
```